1.
A structure of composition C29H43CdN7S4Se. Source: the Open Molecules 2025 dataset; level of theory: ωB97M-V/def2-TZVPD.

The geometry in XYZ format:
```
85
Properties=species:S:1:pos:R:3:forces:R:3:lowdin_charge:R:1
Cd -0.2991 -1.3139 -1.2153 -0.14 -0.06 -0.16 1.03
C -2.0062 -0.6790 -4.5340 -0.07 -0.01 0.06 -0.50
C -2.5748 0.4152 -3.6390 0.02 0.02 -0.06 -0.51
S -2.7740 -0.0309 -1.8961 0.01 0.07 0.04 0.80
C -4.0931 -1.2718 -1.9769 -0.03 -0.07 0.01 -0.49
C -4.0393 -2.2347 -0.7967 -0.06 0.04 -0.03 -0.51
S -2.5199 -3.1935 -0.6286 0.01 -0.02 0.07 0.77
C -2.4869 -4.1562 -2.1564 0.05 -0.05 -0.06 -0.51
C -1.1813 -4.9474 -2.1983 -0.02 -0.01 0.01 -0.50
S 0.3383 -3.9530 -2.1238 0.01 -0.03 -0.04 0.79
C 0.7315 -3.6977 -3.8726 0.04 0.01 -0.06 -0.52
C -0.2366 -2.8410 -4.6768 -0.03 -0.06 0.03 -0.49
S -0.3337 -1.1524 -4.0241 0.04 0.02 -0.05 0.82
H -1.9783 -0.3204 -5.5623 0.03 0.02 -0.01 0.10
H -2.6388 -1.5672 -4.5140 0.01 -0.01 0.00 0.06
H -3.5381 0.7429 -4.0301 -0.02 -0.03 0.02 0.10
H -1.9245 1.2917 -3.6426 0.01 -0.01 0.02 0.07
H -4.0232 -1.8133 -2.9193 0.03 0.01 0.00 0.07
H -5.0508 -0.7517 -1.9674 0.01 0.02 0.01 0.10
H -4.8856 -2.9196 -0.8568 0.01 -0.02 -0.01 0.10
H -4.1386 -1.6983 0.1488 0.05 0.00 0.01 0.08
H -2.5711 -3.4972 -3.0210 0.01 0.02 0.02 0.05
H -3.3246 -4.8550 -2.1727 -0.01 0.01 0.03 0.10
H -1.1320 -5.5626 -3.0973 0.00 0.01 -0.01 0.10
H -1.1300 -5.6255 -1.3460 0.01 0.01 0.01 0.08
H 0.8253 -4.6766 -4.3438 -0.03 -0.01 0.01 0.09
H 1.7289 -3.2543 -3.8824 -0.01 0.01 0.04 0.07
H -1.2349 -3.2778 -4.6733 0.00 0.01 0.01 0.07
H 0.1011 -2.8002 -5.7119 0.02 0.02 0.00 0.10
N 4.2680 -1.2539 -1.6893 0.01 0.00 0.02 0.07
C 3.1685 -2.0009 -1.5891 -0.02 -0.06 0.02 -0.15
N 2.1093 -1.2128 -1.6144 0.05 0.03 -0.06 0.03
C 2.6463 0.0353 -1.7299 -0.04 0.00 0.02 -0.34
N 3.9571 0.0490 -1.7748 0.00 -0.01 -0.02 0.16
C 1.8262 1.2515 -1.7339 -0.07 -0.02 0.01 -0.21
C 2.3967 2.5113 -1.8934 0.01 0.00 0.01 -0.04
N 1.6656 3.6163 -1.8580 0.04 0.00 -0.01 0.14
C 0.3639 3.4649 -1.6583 -0.09 -0.02 0.03 -0.09
C -0.2135 2.2112 -1.4963 0.02 0.01 -0.01 -0.13
N 0.5130 1.0967 -1.5391 0.07 0.10 0.00 0.06
H 5.2326 -1.5461 -1.7098 0.05 -0.02 0.00 0.18
H 3.1750 -3.0754 -1.4858 -0.01 0.02 -0.01 0.13
H 3.4639 2.6133 -2.0501 -0.02 0.00 0.00 0.13
H -0.2457 4.3600 -1.6216 0.02 0.00 0.00 0.13
H -1.2777 2.1107 -1.3175 0.00 -0.01 0.01 0.07
C -2.9995 -0.2914 4.0140 -0.06 -0.02 0.00 -0.10
C -2.0467 0.8826 4.1970 0.06 0.02 0.04 -0.25
C -2.2831 2.0137 3.1999 -0.07 0.03 0.01 -0.17
C -1.8388 1.6867 1.7795 0.04 -0.02 -0.08 -0.15
N -0.3817 1.5974 1.6675 0.09 -0.02 0.03 0.00
C 0.3641 0.4839 1.5651 -0.02 -0.09 0.00 -0.65
Se -0.2870 -1.2744 1.4089 -0.02 0.06 0.07 0.64
N 1.6631 0.8265 1.5533 -0.06 0.05 0.04 0.00
C 2.7950 -0.1029 1.6070 0.04 0.09 -0.05 -0.16
C 3.0590 -0.6845 2.9878 0.02 -0.09 -0.02 -0.18
C 3.3252 0.3253 4.1031 0.07 0.00 0.04 -0.23
C 2.0725 0.9145 4.7450 -0.05 0.04 0.04 -0.09
C 1.7651 2.2131 1.6230 -0.01 0.02 0.02 -0.17
C 2.8655 3.0643 1.6249 -0.01 0.00 -0.02 0.00
C 2.6008 4.4179 1.6914 0.03 0.02 0.00 -0.05
C 1.2901 4.9099 1.7646 -0.03 0.03 0.00 -0.05
C 0.1978 4.0648 1.7768 0.00 -0.02 -0.01 0.00
C 0.4647 2.7008 1.7043 0.05 0.06 -0.05 -0.17
H -2.8298 -1.0574 4.7701 0.02 0.00 -0.01 0.08
H -2.8803 -0.7694 3.0394 0.01 0.00 -0.01 0.03
H -4.0370 0.0371 4.1066 0.01 0.00 0.00 0.08
H -1.0057 0.5457 4.1335 -0.02 -0.02 -0.01 0.08
H -2.1612 1.2859 5.2045 -0.01 0.00 -0.01 0.12
H -1.7812 2.9260 3.5310 0.03 -0.02 0.00 0.11
H -3.3502 2.2497 3.1598 0.01 0.00 0.00 0.13
H -2.1646 2.4570 1.0767 -0.01 0.01 0.02 0.12
H -2.2387 0.7316 1.4433 -0.02 -0.01 0.00 0.07
H 3.6597 0.4589 1.2503 0.01 -0.02 0.01 0.12
H 2.5924 -0.9005 0.8946 -0.03 -0.03 0.03 0.07
H 3.9293 -1.3357 2.8682 0.00 0.01 0.01 0.12
H 2.2282 -1.3379 3.2672 -0.02 0.01 0.00 0.10
H 3.9844 1.1204 3.7380 -0.03 0.01 0.01 0.11
H 3.8920 -0.1882 4.8817 0.00 0.01 -0.01 0.11
H 1.5364 1.6081 4.0935 0.01 -0.04 0.00 0.05
H 2.3296 1.4662 5.6490 0.00 0.01 -0.02 0.08
H 1.3824 0.1187 5.0360 0.01 0.01 0.00 0.08
H 3.8817 2.6969 1.5787 -0.01 -0.01 0.00 0.12
H 3.4245 5.1188 1.6916 -0.01 -0.01 0.00 0.12
H 1.1336 5.9787 1.8202 0.00 -0.01 0.00 0.12
H -0.8103 4.4516 1.8448 0.01 -0.02 0.01 0.12
```
Forces are in eV/Å.

Its energy above the lowest of the compared OMol25 structures with the same formula, charge and spin is 0.0 kJ/mol. Its total charge is +2. As for the multiplicity: 1. The HOMO energy comes out at -13.38 eV. The LUMO energy is -5.32 eV. As for the HOMO-LUMO gap: 8.06 eV. The value obtained for the electronic energy is -154444.090 eV.

***

2.
A structure of composition C29H44BBrLuN7. Source: the Open Molecules 2025 dataset; level of theory: ωB97M-V/def2-TZVPD.

The geometry in XYZ format:
```
83
Properties=species:S:1:pos:R:3:forces:R:3:lowdin_charge:R:1
Lu 0.3674 -0.3880 0.1930 0.02 0.02 0.04 1.76
C -2.3147 2.7221 -3.6032 -0.02 0.02 -0.03 0.01
C -1.3987 1.6244 -3.1900 0.00 -0.02 0.06 -0.23
C -0.6719 0.7584 -3.9999 0.04 0.01 0.07 0.07
C 0.0266 -0.0657 -3.1371 0.00 -0.05 -0.01 -0.24
N -0.2559 0.2658 -1.8604 -0.01 0.03 -0.01 -0.05
N -1.1402 1.3164 -1.9139 0.01 -0.07 0.06 0.04
B -1.6868 1.9898 -0.6295 -0.05 0.07 -0.03 -0.49
N -2.4287 0.9454 0.2315 -0.02 -0.03 0.05 0.03
N -1.8016 -0.1708 0.7299 -0.05 0.10 -0.04 -0.05
C -2.7281 -0.8532 1.4341 0.05 0.00 -0.01 -0.23
C -3.9378 -0.1788 1.3904 0.09 -0.05 -0.01 0.06
C -3.7124 0.9529 0.6218 0.06 0.01 -0.04 -0.23
C -4.6777 2.0244 0.2551 -0.03 0.01 0.00 0.01
C -2.4017 -2.1442 2.1298 -0.04 0.01 -0.01 -0.54
C -2.6504 -1.9927 3.6359 0.01 -0.01 -0.01 -0.02
C -3.2777 -3.2698 1.5634 0.02 0.01 0.01 -0.02
C -0.9390 -2.4782 1.8899 -0.02 -0.06 0.03 -0.09
N -0.5113 2.5992 0.1659 -0.02 -0.05 0.02 0.03
N 0.5295 1.8203 0.5997 0.05 -0.01 -0.05 -0.05
C 1.4282 2.6512 1.1650 -0.10 -0.07 0.01 -0.23
C 0.9539 3.9517 1.1155 0.02 -0.03 -0.03 0.06
C -0.2721 3.8836 0.4702 -0.03 -0.06 0.00 -0.23
C -1.2073 4.9936 0.1414 0.00 0.03 0.00 0.01
C 2.7255 2.1453 1.7237 0.06 0.03 0.01 -0.54
C 2.7902 0.6372 1.5326 0.04 -0.04 -0.04 -0.10
C 3.8931 2.8049 0.9765 0.00 -0.02 0.03 -0.02
C 2.8038 2.4734 3.2201 0.02 -0.01 -0.02 -0.02
C 0.9510 -1.2122 -3.4474 -0.01 0.01 -0.03 -0.54
C 0.2464 -2.5176 -3.0544 -0.03 -0.02 0.07 -0.03
C 1.2714 -1.2537 -4.9439 -0.01 -0.01 0.04 -0.03
C 2.2610 -1.0183 -2.6803 0.02 0.01 0.17 -0.03
H -2.3640 2.7646 -4.6881 0.00 0.00 -0.01 0.10
H -3.3218 2.5621 -3.2207 -0.01 0.00 0.01 0.09
H -1.9649 3.6870 -3.2387 0.00 0.02 0.01 0.09
H -0.6605 0.7512 -5.0738 0.00 -0.01 -0.06 0.13
H -2.4411 2.8506 -0.9322 -0.03 0.04 -0.02 0.12
H -4.8674 -0.4634 1.8495 -0.04 -0.02 0.02 0.13
H -5.6497 1.7999 0.6864 -0.01 0.00 0.00 0.10
H -4.3524 2.9941 0.6294 0.00 0.02 0.00 0.09
H -4.7919 2.1011 -0.8253 0.00 0.01 -0.02 0.09
H -3.6940 -1.7548 3.8333 -0.03 0.01 0.00 0.09
H -2.4168 -2.9247 4.1513 0.00 -0.02 0.01 0.10
H -2.0387 -1.1963 4.0629 0.01 0.02 0.00 0.10
H -4.3327 -3.0561 1.7247 -0.02 0.01 0.00 0.09
H -3.1205 -3.3951 0.4909 0.00 0.00 -0.02 0.09
H -3.0474 -4.2125 2.0603 0.01 -0.01 0.01 0.10
H -0.2863 -1.6956 2.3099 -0.03 0.02 0.01 0.06
H -0.6515 -3.4015 2.3948 0.04 0.01 -0.02 0.12
H -0.7359 -2.6494 0.8216 -0.05 0.00 0.01 0.06
H 1.4275 4.8418 1.4885 0.04 0.04 0.01 0.13
H -0.7997 5.9329 0.5058 0.00 0.00 0.00 0.10
H -1.3564 5.0793 -0.9339 -0.01 0.01 -0.02 0.09
H -2.1806 4.8400 0.6052 -0.02 -0.01 0.01 0.09
H 2.8137 0.3677 0.4634 -0.04 0.00 0.02 0.07
H 3.6959 0.2031 1.9573 0.00 0.04 0.01 0.12
H 1.9555 0.1603 2.0712 -0.03 0.03 -0.02 0.05
H 3.8533 2.5912 -0.0927 -0.01 -0.01 -0.02 0.10
H 3.8707 3.8862 1.1024 -0.01 0.01 0.01 0.10
H 4.8437 2.4429 1.3682 0.03 -0.01 0.01 0.10
H 1.9825 2.0158 3.7743 -0.02 -0.01 0.00 0.10
H 3.7460 2.1168 3.6359 0.03 -0.01 0.01 0.10
H 2.7543 3.5489 3.3791 0.00 0.03 0.01 0.09
H -0.6608 -2.6527 -3.6424 -0.01 0.00 -0.02 0.11
H 0.8904 -3.3817 -3.2280 0.01 0.00 -0.01 0.10
H -0.0685 -2.5275 -1.9996 0.02 0.03 -0.06 0.06
H 0.3695 -1.4060 -5.5349 -0.03 0.00 -0.01 0.10
H 1.7503 -0.3323 -5.2737 0.01 0.03 0.00 0.10
H 1.9490 -2.0804 -5.1563 0.01 -0.02 0.00 0.10
H 2.1216 -0.9674 -1.5833 0.01 -0.01 -0.10 0.02
H 2.9504 -1.8457 -2.8527 0.01 -0.01 -0.02 0.10
H 2.7527 -0.0910 -2.9729 0.00 0.01 -0.01 0.11
Br 4.2840 -6.0949 1.9433 -0.02 0.02 0.00 0.89
C 3.3016 -4.5844 1.4738 0.00 0.01 0.01 -0.67
C 2.8235 -4.4219 0.1807 -0.02 0.06 0.04 -0.06
C 2.1087 -3.2812 -0.1215 0.00 -0.04 0.09 -0.12
N 1.8363 -2.3053 0.7657 0.08 -0.06 -0.08 -0.08
C 2.2957 -2.4980 2.0180 0.04 0.05 0.00 -0.15
C 3.0248 -3.5971 2.4135 -0.03 -0.01 -0.08 -0.06
H 3.0011 -5.1680 -0.5792 0.01 -0.01 -0.03 0.12
H 1.7263 -3.1547 -1.1216 0.03 0.02 -0.03 0.07
H 2.0739 -1.7331 2.7513 -0.01 -0.05 -0.01 0.11
H 3.3668 -3.6817 3.4338 0.01 -0.01 0.04 0.12
```
Forces are in eV/Å.

Its total charge is +2. As for the multiplicity: 1. The HOMO energy comes out at -14.39 eV. The LUMO energy is -5.53 eV. As for the HOMO-LUMO gap: 8.86 eV. The value obtained for the electronic energy is -145550.797 eV.

***

Q: Which of these has the highest electronic energy?
A: C29H44BBrLuN7

***

Q: multiplicity of number 1 (C29H43CdN7S4Se)?
A: 1

***

Q: Which formula does entry 1 have?
A: C29H43CdN7S4Se

***

Q: Among the records above, which one has the highest electronic energy?
A: C29H44BBrLuN7